one:
40 unconnected molecules or ions with the total composition H80O40, computed with ωB97M-V with the def2-TZVPD basis set.

Geometry (Å):
1 H 4.593 3.559 0.332
2 H 3.708 2.730 -0.623
3 O 3.819 3.623 -0.236
4 H 2.459 2.164 -2.630
5 H 2.277 2.562 -4.024
6 O 2.100 1.805 -3.450
7 H -0.984 -0.622 3.457
8 H -1.165 0.713 4.244
9 O -1.624 -0.012 3.821
10 H 2.512 0.479 -1.215
11 H 1.635 1.281 -0.313
12 O 2.465 1.352 -0.799
13 H 0.140 1.312 -6.650
14 H 0.315 0.225 -5.629
15 O -0.003 1.135 -5.713
16 H -0.361 -1.333 -0.362
17 O -0.188 -2.295 -0.415
18 H 2.984 -1.238 1.508
19 O 2.902 -0.983 2.454
20 H -3.418 1.009 3.211
21 H -4.071 0.991 1.777
22 O -4.221 0.837 2.707
23 H 3.269 -3.973 -1.036
24 H 3.923 -4.776 0.135
25 O 4.050 -4.073 -0.498
26 H -2.872 2.946 3.918
27 H -2.348 3.662 2.874
28 O -1.977 3.071 3.555
29 H 2.248 3.646 0.591
30 H 0.851 3.815 -0.118
31 O 1.286 3.749 0.737
32 H -3.801 3.188 -3.612
33 O -4.152 2.629 -2.918
34 H 5.128 -1.340 0.312
35 H 6.142 -1.536 -0.660
36 O 5.970 -0.922 0.071
37 H 2.097 -1.885 -0.263
38 H 3.433 -2.065 -0.853
39 O 2.975 -1.455 -0.247
40 H 1.320 -2.700 2.526
41 H -0.166 -2.076 2.362
42 O 0.364 -2.853 2.524
43 H -1.883 -2.586 1.203
44 H -3.336 -2.683 1.805
45 O -2.753 -2.972 1.093
46 H -0.644 1.359 -2.779
47 H 0.337 0.428 -3.515
48 O -0.493 0.447 -3.030
49 H 4.210 -2.333 -3.226
50 H 4.003 -3.239 -4.455
51 O 3.590 -2.936 -3.643
52 H 3.627 4.740 3.421
53 O 3.561 3.786 3.334
54 H -1.395 -0.732 -5.563
55 H -1.107 -0.813 -4.025
56 O -1.552 -1.258 -4.782
57 H 0.993 -5.142 1.150
58 O 1.056 -4.988 0.213
59 H -5.152 0.053 0.630
60 H -6.536 -0.744 -0.038
61 O -6.049 -0.251 0.617
62 H 0.434 -2.576 6.434
63 H -1.150 -2.435 6.236
64 O -0.311 -2.653 5.837
65 H -4.640 -1.214 3.984
66 H -3.367 -1.240 4.818
67 O -4.172 -1.736 4.643
68 H 4.316 0.733 -4.352
69 H 3.209 0.143 -3.628
70 O 4.115 -0.088 -3.896
71 H -6.235 1.959 -0.039
72 H -4.880 2.377 -1.009
73 O -5.323 2.177 -0.188
74 H -1.354 3.085 -1.723
75 H 0.200 3.217 -2.216
76 O -0.424 2.963 -1.525
77 H 1.406 -4.936 3.167
78 H 2.293 -4.888 4.370
79 O 2.322 -4.756 3.419
80 H -4.255 -1.500 -1.978
81 H -5.254 -0.487 -2.887
82 O -4.477 -0.607 -2.347
83 H -0.890 4.374 -4.844
84 H -1.130 5.325 -3.837
85 O -0.365 5.013 -4.337
86 H -5.027 -1.904 0.044
87 H -3.843 -3.028 -0.257
88 O -4.623 -2.520 -0.575
89 H -0.596 -4.416 4.236
90 O -0.336 -5.301 3.949
91 H -0.185 2.080 3.362
92 H 0.353 2.516 1.938
93 O 0.341 1.818 2.607
94 H 2.766 3.653 2.808
95 H -0.484 -2.598 -1.275
96 H 0.762 -4.096 0.003
97 H 2.229 -0.303 2.573
98 H -4.047 1.714 -3.220
99 H -0.201 -5.114 3.017
100 O 4.742 0.657 4.200
101 H 3.975 1.239 4.205
102 H 4.472 -0.073 3.626
103 O 3.260 4.147 -2.849
104 H 2.952 5.045 -2.979
105 H 3.711 4.154 -1.985
106 O -0.544 0.125 0.696
107 H -1.088 0.914 0.620
108 H 0.285 0.491 1.058
109 O 1.097 -0.942 4.432
110 H 2.044 -1.001 4.566
111 H 0.709 -1.827 4.607
112 O -3.070 1.088 -4.784
113 H -3.202 0.305 -4.235
114 H -2.358 0.953 -5.408
115 O 0.846 -1.701 -2.864
116 H -0.091 -1.570 -3.012
117 H 0.954 -2.407 -3.522
118 O -3.004 3.255 0.503
119 H -3.330 2.380 0.721
120 H -3.630 3.532 -0.169

Values from the calculation:
orbital gap: 0.3616 Eh
lowest unoccupied orbital energy: -0.590 eV
HOMO level: -10.43 eV

Atomic partial charges in e from the Löwdin method, atoms 1 to 2: 0.088, 0.044

---

two:
40 unconnected molecules or ions with the total composition H80O40, computed with ωB97M-V with the def2-TZVPD basis set.

Geometry (Å):
1 H -2.290 3.030 5.112
2 H -2.651 2.696 3.597
3 O -2.284 2.348 4.434
4 H 2.804 -1.211 -3.997
5 H 2.696 -1.489 -5.411
6 O 2.598 -1.960 -4.567
7 H -4.293 -2.031 0.290
8 H -3.090 -1.307 -0.129
9 O -4.049 -1.260 -0.246
10 H -1.781 -3.959 5.020
11 H -0.836 -2.551 4.754
12 O -0.980 -3.437 5.090
13 H 2.039 2.397 -2.819
14 H 1.594 0.924 -2.457
15 O 1.511 1.640 -3.080
16 H 4.004 1.105 3.266
17 O 4.442 0.296 3.039
18 H 0.165 -2.375 -0.789
19 O 0.586 -1.942 -0.045
20 H 5.536 3.490 -0.193
21 H 4.723 4.036 -1.310
22 O 4.707 3.327 -0.670
23 H -0.911 6.668 1.350
24 H -0.376 5.288 1.565
25 O -0.179 6.216 1.771
26 H 0.362 -4.935 -0.682
27 H 0.188 -3.836 0.172
28 O -0.038 -4.788 0.185
29 H 4.523 -0.961 0.601
30 H 4.206 -0.672 -0.855
31 O 4.155 -1.379 -0.187
32 H 2.501 2.124 -0.823
33 O 1.675 1.831 -0.431
34 H 1.104 2.112 4.210
35 H 1.899 3.147 3.353
36 O 1.815 2.209 3.566
37 H 0.916 1.243 -4.819
38 H -0.014 2.339 -5.498
39 O 0.586 1.603 -5.658
40 H -0.346 2.361 0.447
41 H -0.216 2.798 1.944
42 O -0.220 3.115 1.035
43 H 2.673 5.144 -3.560
44 H 3.321 3.739 -4.116
45 O 3.107 4.310 -3.376
46 H 4.034 -5.283 1.731
47 H 2.661 -4.599 2.002
48 O 3.621 -4.496 2.109
49 H -4.704 2.902 -0.379
50 H -3.411 2.437 -1.168
51 O -3.944 2.327 -0.373
52 H -3.600 -3.737 3.019
53 O -3.951 -4.247 2.288
54 H 4.497 1.594 -1.805
55 H 4.149 0.551 -2.767
56 O 3.803 0.906 -1.932
57 H -3.138 2.572 -3.422
58 O -3.753 3.016 -4.030
59 H -3.713 -0.418 2.727
60 H -2.923 -1.440 3.403
61 O -3.864 -1.271 3.184
62 H -1.591 3.568 1.857
63 H -3.025 3.485 2.079
64 O -2.285 4.047 2.318
65 H 0.030 -4.814 5.127
66 H 0.286 -4.430 3.923
67 O 0.423 -5.322 4.264
68 H 1.627 -2.839 -3.239
69 H 0.625 -4.025 -2.591
70 O 0.891 -3.121 -2.692
71 H 6.054 -0.145 -0.071
72 H 6.807 -1.172 -0.717
73 O 6.477 -0.283 -0.927
74 H -4.612 1.539 -2.846
75 H -5.002 0.278 -3.046
76 O -4.406 0.698 -2.401
77 H 1.276 -0.536 2.416
78 H 1.637 -1.478 3.589
79 O 1.473 -0.549 3.349
80 H -1.162 -0.173 3.714
81 H -1.058 0.230 2.158
82 O -1.018 -0.449 2.812
83 H 0.244 0.240 -0.707
84 H -1.225 0.041 -0.486
85 O -0.414 0.303 -0.022
86 H 3.472 -4.582 -0.680
87 H 1.969 -5.156 -1.191
88 O 2.834 -4.811 -1.339
89 H 3.296 -3.440 3.740
90 O 2.436 -3.084 3.904
91 H -1.222 -4.094 1.593
92 H -1.047 -5.293 2.504
93 O -1.106 -4.330 2.516
94 H -4.615 -3.611 1.986
95 H 3.825 -0.439 2.969
96 H -3.852 3.912 -3.683
97 H 1.550 -1.925 0.035
98 H 1.814 0.877 -0.333
99 H 1.718 -3.528 4.345
100 O -3.842 1.106 1.777
101 H -4.535 0.918 1.167
102 H -3.022 1.161 1.308
103 O -4.660 -4.566 -1.461
104 H -4.117 -4.847 -2.193
105 H -4.267 -3.752 -1.122
106 O -2.540 -2.491 -2.725
107 H -2.878 -2.826 -3.552
108 H -2.089 -1.639 -2.826
109 O -1.572 5.599 -0.647
110 H -1.978 5.090 0.060
111 H -1.683 6.525 -0.433
112 O -1.197 4.692 -3.727
113 H -1.131 5.265 -2.947
114 H -0.500 4.087 -3.427
115 O -1.093 2.785 -1.740
116 H -1.132 3.719 -1.758
117 H -0.186 2.439 -1.669
118 O -1.087 -0.460 -3.959
119 H -0.657 0.038 -3.265
120 H -0.603 -0.691 -4.756

Values from the calculation:
orbital gap: 0.3363 Eh
lowest unoccupied orbital energy: -0.855 eV
HOMO level: -10.01 eV

Atomic partial charges in e from the Löwdin method, atoms 1 to 2: 0.040, -0.008

---

three:
40 unconnected molecules or ions with the total composition H80O40, computed with ωB97M-V with the def2-TZVPD basis set.

Geometry (Å):
1 H -1.166 -2.004 6.347
2 H -1.474 -1.189 5.076
3 O -1.819 -1.479 5.945
4 H 2.281 2.885 -1.486
5 H 1.532 1.620 -1.627
6 O 1.346 2.611 -1.432
7 H -2.571 2.479 1.461
8 H -1.089 2.003 1.606
9 O -1.982 1.630 1.645
10 H -5.520 -1.824 3.763
11 H -4.257 -1.027 4.211
12 O -4.678 -1.506 3.483
13 H -1.120 4.006 -1.553
14 H -0.670 4.495 -0.170
15 O -1.467 4.492 -0.771
16 H 0.238 -6.279 -2.717
17 O 0.988 -5.836 -2.848
18 H -1.770 -2.228 2.126
19 O -0.804 -2.251 2.235
20 H 0.925 -1.544 -0.606
21 H -0.198 -2.347 -1.368
22 O 0.484 -2.506 -0.707
23 H -5.798 0.748 -0.176
24 H -6.244 0.372 -1.719
25 O -5.784 1.001 -1.173
26 H -4.223 -4.861 -0.187
27 H -4.633 -4.161 -1.558
28 O -3.919 -4.814 -1.112
29 H -4.623 2.797 -0.149
30 H -5.135 3.199 1.164
31 O -4.443 2.706 0.825
32 H -4.521 -1.277 -2.124
33 O -5.186 -1.769 -1.593
34 H 4.864 -0.345 -2.378
35 H 4.592 -1.115 -3.593
36 O 4.199 -0.454 -2.986
37 H 2.836 0.590 2.807
38 H 2.209 1.554 3.881
39 O 2.136 1.275 2.979
40 H -0.173 3.186 5.476
41 H 0.180 1.943 4.865
42 O 0.427 2.850 4.773
43 H 4.715 3.793 -1.279
44 H 5.040 3.293 -2.591
45 O 4.743 2.941 -1.707
46 H 0.457 4.855 2.507
47 H -0.271 5.970 1.858
48 O 0.257 5.772 2.697
49 H 2.874 -3.550 -0.064
50 H 3.933 -4.452 0.525
51 O 3.732 -3.934 -0.271
52 H 1.478 -0.106 1.364
53 O 1.387 -0.704 0.605
54 H 4.503 -0.418 1.674
55 H 3.331 -1.358 1.597
56 O 3.766 -0.805 2.257
57 H 0.079 -1.404 3.784
58 O 0.041 -0.716 4.465
59 H 1.030 -0.188 -3.055
60 H 0.186 0.758 -2.124
61 O 1.007 0.236 -2.094
62 H -1.929 0.852 -0.467
63 H -1.054 0.463 -1.668
64 O -1.928 0.184 -1.259
65 H 0.734 2.849 1.793
66 H 0.875 2.545 0.359
67 O 0.258 2.994 0.917
68 H -1.371 2.396 -3.963
69 H -2.577 2.796 -3.101
70 O -1.658 2.302 -3.071
71 H 3.412 2.884 -4.109
72 H 2.663 4.212 -3.676
73 O 3.460 3.791 -3.901
74 H 2.123 4.533 1.367
75 H 2.485 5.159 2.897
76 O 2.801 4.633 2.111
77 H 0.314 -6.434 2.298
78 H -0.676 -5.364 2.036
79 O -0.138 -5.710 2.727
80 H 6.128 -1.373 -0.420
81 H 5.686 -2.594 -1.389
82 O 5.884 -1.641 -1.334
83 H -4.359 0.890 2.595
84 H -3.495 1.786 3.223
85 O -4.290 1.174 3.497
86 H 1.076 -4.096 -0.336
87 H -0.345 -4.534 -0.564
88 O 0.503 -4.926 -0.304
89 H -1.153 4.797 3.966
90 O -1.750 4.176 4.416
91 H -2.370 -1.647 -0.012
92 H -3.275 -1.630 1.378
93 O -2.992 -2.055 0.619
94 H 2.094 -0.470 -0.057
95 H 1.410 -5.706 -2.006
96 H 0.850 -0.240 4.427
97 H -0.427 -2.060 1.390
98 H -4.740 -1.656 -0.713
99 H -1.598 3.524 3.733
100 O 1.888 -3.171 2.609
101 H 1.895 -4.158 2.612
102 H 0.919 -3.283 2.703
103 O -0.462 3.466 -5.353
104 H 0.122 3.346 -6.133
105 H 0.171 3.438 -4.596
106 O 2.195 -2.241 -3.459
107 H 1.798 -3.157 -3.403
108 H 2.709 -2.242 -2.578
109 O -3.777 0.372 -3.577
110 H -3.450 0.868 -2.860
111 H -4.723 0.385 -3.625
112 O 0.025 -0.158 -4.331
113 H -0.921 -0.291 -4.164
114 H 0.423 -1.028 -4.362
115 O 4.932 0.416 0.561
116 H 4.726 0.755 -0.320
117 H 4.608 1.174 1.037
118 O 0.015 -2.685 -4.708
119 H 0.748 -3.112 -5.091
120 H -0.728 -3.104 -5.138

Values from the calculation:
orbital gap: 0.3554 Eh
lowest unoccupied orbital energy: -0.431 eV
HOMO level: -10.10 eV

Atomic partial charges in e from the Löwdin method, atoms 1 to 2: -0.003, -0.007

---

four:
40 unconnected molecules or ions with the total composition H80O40, computed with ωB97M-V with the def2-TZVPD basis set.

Geometry (Å):
1 H 0.945 0.925 4.112
2 H 1.418 0.771 2.535
3 O 0.773 1.169 3.152
4 H -1.109 4.728 -0.836
5 H -1.460 5.415 -1.975
6 O -1.068 5.677 -1.076
7 H 4.665 3.959 2.854
8 H 3.224 4.402 2.616
9 O 3.918 3.683 2.308
10 H 0.706 -3.257 3.627
11 H 0.686 -4.644 4.517
12 O 0.195 -3.931 4.138
13 H 0.468 -3.738 -3.330
14 H -0.622 -4.869 -3.282
15 O -0.022 -4.377 -3.829
16 H 1.436 -5.533 -1.593
17 O 1.945 -5.123 -0.864
18 H 1.481 -4.243 0.546
19 O 0.728 -3.702 0.872
20 H -5.605 1.642 1.122
21 H -4.304 2.235 1.792
22 O -4.579 1.634 1.055
23 H 1.473 -2.480 1.891
24 H 1.004 -1.095 2.410
25 O 1.289 -1.981 2.682
26 H 1.894 -2.415 -0.442
27 H 2.952 -1.914 -1.625
28 O 2.604 -2.607 -1.066
29 H -0.980 4.593 -4.630
30 H -0.710 2.966 -4.785
31 O -0.618 3.791 -4.325
32 H 3.584 0.595 2.783
33 O 3.059 0.816 1.974
34 H -2.565 -3.686 4.490
35 H -1.308 -3.079 4.704
36 O -2.224 -2.878 4.908
37 H -1.758 -0.905 0.483
38 H -1.192 -1.820 -0.475
39 O -2.050 -1.443 -0.244
40 H -3.574 5.178 -0.826
41 H -3.926 3.838 -1.729
42 O -3.774 4.817 -1.724
43 H -3.495 4.900 2.798
44 H -2.890 4.334 1.491
45 O -3.427 4.131 2.234
46 H -4.202 -2.705 -0.105
47 H -3.318 -2.029 0.990
48 O -4.037 -2.675 0.842
49 H -0.472 -0.813 4.721
50 H -0.639 -1.191 6.306
51 O -0.030 -0.957 5.527
52 H -2.600 -0.386 4.016
53 O -1.916 0.213 3.674
54 H 1.776 3.871 -3.735
55 H 2.000 4.145 -2.321
56 O 2.411 4.312 -3.190
57 H 0.238 2.679 -3.218
58 O 1.037 2.271 -2.775
59 H 2.123 -0.056 -2.789
60 H 1.867 1.040 -3.609
61 O 2.032 0.071 -3.752
62 H 3.469 -2.749 4.004
63 H 3.858 -4.084 3.763
64 O 4.099 -3.384 4.414
65 H -6.441 -0.283 0.388
66 H -6.000 -1.514 1.074
67 O -5.578 -0.694 0.596
68 H -3.230 -1.473 -2.070
69 H -1.788 -1.984 -2.514
70 O -2.489 -1.353 -2.608
71 H -0.008 0.777 -0.035
72 H 1.665 0.796 -0.307
73 O 0.868 0.352 -0.045
74 H 3.627 4.834 0.832
75 H 2.305 5.278 0.353
76 O 3.216 5.290 0.044
77 H -2.154 -0.446 -4.360
78 H -1.643 -0.601 -5.850
79 O -1.926 0.030 -5.136
80 H 3.871 3.153 -2.063
81 H 4.548 2.270 -3.271
82 O 4.619 2.538 -2.354
83 H -2.833 -5.403 -2.066
84 H -2.526 -4.171 -1.144
85 O -2.659 -4.480 -2.080
86 H -2.467 -3.718 2.293
87 H -1.426 -4.516 2.318
88 O -2.417 -4.630 2.586
89 H -0.138 -2.359 -4.154
90 O 0.399 -1.924 -3.444
91 H -2.339 0.923 0.931
92 H -1.025 1.626 1.463
93 O -1.439 0.791 1.218
94 H -2.018 0.467 2.699
95 H 2.600 -4.481 -1.235
96 H 0.627 1.615 -2.123
97 H 0.531 -3.919 1.756
98 H 3.483 1.658 1.876
99 H 0.580 -1.012 -3.683
100 O 0.781 4.927 1.502
101 H 0.358 5.765 1.297
102 H 0.394 4.147 1.885
103 O -1.435 0.962 -1.849
104 H -1.308 1.292 -2.750
105 H -1.834 0.024 -1.994
106 O -5.442 0.911 -1.903
107 H -4.461 0.715 -2.013
108 H -5.530 1.152 -0.995
109 O 4.259 -1.428 -4.262
110 H 3.387 -1.857 -4.160
111 H 4.019 -0.677 -4.782
112 O 6.427 -0.345 -1.821
113 H 6.261 -0.878 -1.026
114 H 6.193 0.545 -1.602
115 O -0.901 2.928 2.652
116 H -0.073 2.358 2.529
117 H -1.490 2.579 3.281
118 O 3.797 -3.485 1.877
119 H 3.697 -3.312 0.919
120 H 4.708 -3.751 2.059

Values from the calculation:
orbital gap: 0.3704 Eh
lowest unoccupied orbital energy: -0.506 eV
HOMO level: -10.59 eV

Atomic partial charges in e from the Löwdin method, atoms 1 to 2: 0.116, 0.001

---

Among the structures above, stability is smallest for two.